1.
Formula: C3H11N2S
Source: the OMol25 dataset
Level of theory: the ωB97M-V functional and the def2-TZVPD basis

Computed properties:
orbital gap	9.56	eV
net charge	+1
molecular weight	107.2	g/mol
lowest unoccupied orbital energy	-3.4	eV
energy	-17098.2775	eV
energy above the lowest of the compared OMol25 structures with the same formula, charge and spin	0.736	eV

Geometry as XYZ:
```
17
Properties=species:S:1:pos:R:3:forces:R:3
N 0.3602 -0.0837 2.0584 -0.3 0.0 0.2
C -0.0804 0.6190 0.8529 0.1 0.0 0.7
C 0.3197 -0.1966 -0.3805 -0.5 0.9 0.5
N -0.0818 -1.6294 -0.0623 -0.2 0.6 0.0
C -0.4083 0.2738 -1.6139 -0.7 0.1 -0.8
S 0.2114 1.8059 -2.3796 0.4 -0.3 0.0
H -0.2517 0.1486 2.8311 0.0 -0.1 0.0
H 1.2794 0.2206 2.3509 0.2 -0.1 -0.1
H -1.1570 0.7397 0.9074 -0.3 -0.2 -0.2
H 0.2986 1.6329 0.8301 0.3 0.2 -0.4
H 1.3993 -0.1088 -0.4821 0.1 -0.5 -0.2
H -0.3109 -1.6400 0.9422 0.6 -0.1 0.4
H -0.9490 -1.8756 -0.5373 0.2 -0.3 -0.4
H 0.6845 -2.2730 -0.2463 -0.3 -0.3 -0.1
H -0.4020 -0.4960 -2.3912 0.4 0.1 -0.1
H -1.4791 0.4493 -1.4365 0.2 -0.2 0.5
H 0.5671 2.4131 -1.2435 -0.1 0.1 0.0
```
Positions in Å, forces in eV/Å.

2.
Formula: C3H11N2S2
Source: the OMol25 dataset
Level of theory: the ωB97M-V functional and the def2-TZVPD basis

Computed properties:
orbital gap	8.19	eV
net charge	+1
molecular weight	139.3	g/mol
lowest unoccupied orbital energy	-3.6	eV
energy	-27933.7655	eV
energy above the lowest of the compared OMol25 structures with the same formula, charge and spin	0.628	eV

Geometry as XYZ:
```
18
Properties=species:S:1:pos:R:3:forces:R:3
C -2.4132 -0.2043 1.5494 0.2 0.0 0.3
S -3.9653 0.5018 0.9591 0.3 0.2 -0.7
S -3.3592 1.2085 -0.9247 -0.3 -0.3 0.7
H -1.9552 -0.7878 0.7533 0.0 -0.2 0.0
H -2.6462 -0.8428 2.4033 -0.1 -0.1 -0.1
H -1.7133 0.5499 1.9162 -0.1 0.1 -0.2
H -2.9592 2.4198 -0.5213 0.0 0.2 0.0
C 0.3553 0.5997 -1.0146 -0.2 -0.7 0.1
N 3.3936 -1.1840 0.0133 -0.6 -0.2 -0.1
C 2.5055 -0.4648 -0.6508 0.6 -0.4 0.3
N 1.2677 -0.3217 -0.2962 -0.3 1.0 -0.6
H -0.4165 -0.0106 -1.4797 0.0 0.2 -0.2
H 0.9129 1.1590 -1.7570 0.0 0.0 0.0
H -0.1295 1.2662 -0.3083 0.1 0.1 0.1
H 3.0670 -1.8401 0.7028 0.2 0.0 0.3
H 4.3350 -1.3158 -0.3110 0.1 0.1 -0.2
H 2.8465 0.0185 -1.5579 -0.1 0.3 0.1
H 0.8740 -0.7515 0.5241 0.2 -0.3 0.3
```
Positions in Å, forces in eV/Å.

3.
Formula: C3H11N3
Source: the OMol25 dataset
Level of theory: the ωB97M-V functional and the def2-TZVPD basis

Computed properties:
orbital gap (alpha / beta)	2.99 / 6.89	eV
net charge	-1
molecular weight	89.1	g/mol
lowest unoccupied orbital energy (alpha / beta)	3.8 / 3.8	eV
energy	-7757.2617	eV
energy above the lowest of the compared OMol25 structures with the same formula, charge and spin	0.927	eV
2S+1	2

Geometry as XYZ:
```
17
Properties=species:S:1:pos:R:3:forces:R:3
C 0.8208 -2.0604 1.4128 0.4 0.3 -0.7
C 2.2619 -1.2513 -0.2557 0.2 -0.6 -0.5
N 1.5664 -0.9873 0.8308 -0.6 0.8 1.6
H 0.0577 -2.4705 0.7171 -0.3 0.0 0.1
H 1.4560 -2.9386 1.6484 0.1 -0.1 0.2
H 0.3538 -1.6931 2.3271 -0.3 -0.3 0.1
H 2.9014 -0.4689 -0.6521 0.0 -0.2 -0.3
H 2.0240 -2.1617 -0.8146 0.3 0.0 -0.5
N -1.7960 1.7868 0.5411 0.5 1.0 0.1
C -1.2513 0.9268 -0.5115 -0.6 -0.7 -0.4
N -0.8530 1.5895 -1.7558 -0.6 -0.7 0.4
H -2.3958 2.4927 0.1093 -0.3 -0.5 -0.1
H -1.0529 2.4027 0.8776 0.2 -0.5 0.3
H -2.0419 0.2050 -0.7432 -0.1 0.2 -0.2
H -0.4431 0.3009 -0.1373 0.4 0.3 0.2
H -0.0129 2.0992 -1.5819 0.6 0.5 -0.1
H -1.5952 2.2280 -2.0123 0.1 0.2 -0.2
```
Positions in Å, forces in eV/Å.

4.
Formula: C3H11N3
Source: the OMol25 dataset
Level of theory: the ωB97M-V functional and the def2-TZVPD basis

Computed properties:
orbital gap	9.34	eV
molecular weight	89.1	g/mol
lowest unoccupied orbital energy	1.2	eV
energy	-7758.5146	eV
energy above the lowest of the compared OMol25 structures with the same formula, charge and spin	1.569	eV

Geometry as XYZ:
```
17
Properties=species:S:1:pos:R:3:forces:R:3
C 4.5056 -0.2198 0.8702 0.2 -0.7 -0.8
C 4.7453 -1.4569 0.4161 -0.6 0.0 0.1
N 3.8298 -2.2120 -0.3021 -0.7 -0.2 0.0
H 3.5224 0.1852 0.6342 0.4 0.5 0.1
H 5.3359 0.3538 1.2587 -0.5 0.1 0.5
H 5.5972 -2.0459 0.7250 0.5 0.3 -0.3
H 2.9846 -1.7568 -0.6124 0.1 0.2 0.1
H 4.1345 -2.8665 -1.0002 0.4 -0.1 0.2
N -4.1466 2.3298 -0.6779 0.0 0.4 -1.0
C -3.8303 1.2711 0.2464 -0.1 0.0 -0.4
N -3.9622 -0.0415 -0.3411 0.3 -0.1 0.2
H -5.0497 2.3132 -1.1205 -0.2 -0.1 0.2
H -3.8247 3.2726 -0.5279 0.1 -0.2 0.4
H -4.5055 1.2407 1.1065 0.3 0.2 0.4
H -2.7868 1.4475 0.5277 -0.2 -0.1 0.4
H -3.5640 -0.1236 -1.2733 -0.4 0.1 0.3
H -4.9025 -0.3976 -0.2455 0.2 0.0 -0.5
```
Positions in Å, forces in eV/Å.